Entry 1:
A single C20H21FN4O3S molecule in a non-equilibrium geometry. Source: the Open Molecules 2025 dataset; level of theory: ωB97M-V/def2-TZVPD.

```
50
C20H21FN4O3S | the Open Molecules 2025 dataset | ωB97M-V/def2-TZVPD
O -3.21976 -1.24467 1.55281
C -3.27881 -0.76763 0.43726
C -3.78397 -1.56149 -0.75884
S -2.43217 -2.68166 -1.27501
C -1.20288 -1.46997 -1.52192
N -1.36378 -0.33009 -2.13888
N -0.21169 0.34502 -2.04402
C 0.64730 -0.38793 -1.38364
C 2.00754 0.01691 -1.06258
C 2.21948 1.28952 -0.53663
C 3.49448 1.70172 -0.20106
C 4.55203 0.83181 -0.40300
F 5.79739 1.22270 -0.06491
C 4.37086 -0.42737 -0.94614
C 3.09094 -0.83083 -1.27874
N 0.06736 -1.57913 -1.03329
C 0.51933 -2.53578 -0.06311
C 0.12836 -2.04929 1.35338
C 0.82788 -2.86946 2.43978
C 2.09976 -2.05956 2.68742
C 1.59655 -0.63285 2.48271
O 0.55700 -0.70466 1.51835
N -2.87482 0.47967 0.13778
C -2.16301 1.28509 1.11919
C -1.90030 2.64901 0.58330
C -1.31714 3.06165 -0.58020
C -1.34204 4.47831 -0.54908
C -1.93468 4.81726 0.62633
O -2.27991 3.71717 1.31759
H -4.05987 -0.93921 -1.60710
H -4.59882 -2.22086 -0.46607
H 1.37454 1.94150 -0.38406
H 3.67723 2.68040 0.21343
H 5.22213 -1.06972 -1.10811
H 2.94341 -1.79781 -1.73778
H 1.60377 -2.62621 -0.13276
H 0.04910 -3.49948 -0.26859
H -0.96328 -2.07144 1.45107
H 0.21120 -2.88987 3.33763
H 1.02223 -3.89059 2.12035
H 2.86482 -2.30253 1.94866
H 2.51233 -2.21046 3.68144
H 1.18353 -0.22714 3.41531
H 2.36294 0.04965 2.10692
H -2.77512 0.75723 -0.83016
H -2.77084 1.35124 2.02606
H -1.21687 0.78641 1.37852
H -0.92159 2.43885 -1.35879
H -0.96840 5.14360 -1.29988
H -2.15955 5.76596 1.07143
```

Computed properties:
Total charge: 0
Energy: -1717.527428 a.u.
F_max: 1.142 eV Å⁻¹
LUMO energy: 0.52 eV
HOMO energy: -0.312 Eh
Molar mass: 416.48 g mol⁻¹
ΔE to the lowest compared entry with this formula, charge and spin: 33.48 kcal/mol



Entry 2:
A molecular structure, C20H21FeN4O2SbSe4. Source: the Open Molecules 2025 dataset; level of theory: ωB97M-V/def2-TZVPD.

```
53
C20H21FeN4O2SbSe4 | the Open Molecules 2025 dataset | ωB97M-V/def2-TZVPD
Fe 0.37386 -0.72832 -0.00733
C -2.33657 0.23023 1.29858
C -2.85628 0.25139 -0.13487
C -2.54681 -1.00573 -0.90347
C -3.58133 -1.68448 -1.53248
C -3.33247 -2.84952 -2.23236
C -2.03457 -3.32686 -2.28371
C -1.05062 -2.61626 -1.63343
N -1.28670 -1.47367 -0.96676
N -0.89273 0.52555 1.37925
C -0.37067 0.21105 2.71339
C 1.13029 0.27460 2.66598
C 1.88521 0.53968 3.79181
C 3.26622 0.58708 3.68084
C 3.84078 0.38339 2.43964
C 3.01817 0.12482 1.36043
N 1.68751 0.07223 1.46182
C -0.59840 1.93156 1.03549
C -0.29295 2.08880 -0.42643
C -0.47843 3.29137 -1.08166
C -0.28243 3.35403 -2.45165
C 0.08091 2.20248 -3.12626
C 0.28020 1.04448 -2.40324
N 0.11489 0.98969 -1.07473
H -2.47971 -0.76529 1.71209
H -2.88953 0.94931 1.91327
H -2.47893 1.11623 -0.68348
H -3.93836 0.36958 -0.10826
H -4.58457 -1.28896 -1.45879
H -4.13909 -3.37924 -2.72090
H -1.77845 -4.23679 -2.80605
H -0.02881 -2.96659 -1.64066
H -0.70230 -0.79339 2.98065
H -0.75827 0.90482 3.46787
H 1.39060 0.71079 4.73848
H 3.87909 0.78862 4.54904
H 4.91027 0.41532 2.28977
H 3.43832 -0.05972 0.38826
H 0.25909 2.27709 1.61431
H -1.44367 2.57115 1.30773
H -0.80343 4.15796 -0.52153
H -0.42476 4.28505 -2.98329
H 0.24056 2.19224 -4.19429
H 0.58444 0.12482 -2.88391
O -1.50431 -2.76443 1.69417
C -0.34537 -3.06150 1.50125
O 0.56523 -2.31209 0.93930
H 0.06675 -4.03667 1.79973
Se 3.49206 2.48081 -2.03325
Sb 3.74738 0.14784 -2.45209
Se 3.75518 -0.18374 -4.92502
Se 5.97739 -0.41988 -1.46254
Se 2.25611 -1.64097 -1.59069
```

Computed properties:
Total charge: +1
Energy: -12253.772032 a.u.
2S+1: 6
F_max: 0.446 eV Å⁻¹
LUMO energy (alpha / beta): -4.43 / -4.85 eV
HOMO energy (alpha / beta): -0.393 / -0.386 Eh
Molar mass: 842.86 g mol⁻¹
ΔE to the lowest compared entry with this formula, charge and spin: 0.00 kcal/mol



Entry 3:
A molecular structure, C20H21GeN3O3PbS. Source: the Open Molecules 2025 dataset; level of theory: ωB97M-V/def2-TZVPD.

```
50
C20H21GeN3O3PbS | the Open Molecules 2025 dataset | ωB97M-V/def2-TZVPD
Pb 0.64235 1.38481 1.30285
C -3.09078 3.66749 1.01891
O -1.81286 3.02427 0.77485
C -1.30640 2.36327 1.80935
O -1.78746 2.23729 2.89365
H -3.30393 4.22512 0.11512
H -3.01549 4.32830 1.87792
H -3.85267 2.91394 1.20047
C -5.29277 -7.23390 -2.25295
C -4.43670 -6.16534 -1.61637
O -4.79035 -5.02987 -1.47346
S -2.84036 -6.79960 -1.08414
C -2.06227 -5.32155 -0.49888
C -0.95997 -4.81566 -1.17484
C -0.33878 -3.65866 -0.72762
C -0.83379 -2.99495 0.39157
C -1.93675 -3.51585 1.07679
C -2.54308 -4.67800 0.63822
C -0.25445 -1.75454 0.84119
C 0.20210 -0.70224 1.22417
H -6.22300 -7.31240 -1.69051
H -4.79599 -8.20230 -2.27668
H -5.53832 -6.92140 -3.26774
H -0.58460 -5.32417 -2.05404
H 0.52390 -3.26867 -1.25338
H -2.30549 -3.00452 1.95650
H -3.39256 -5.08473 1.17062
N 0.95496 1.56345 -0.94410
C 1.74133 0.93368 -1.54607
C 2.65728 0.18960 -2.24631
C 3.99847 0.66143 -2.38522
N 5.08036 1.04482 -2.48935
C 2.28556 -1.08954 -2.76544
N 1.98562 -2.12064 -3.18309
C 1.16728 4.90106 0.69809
Ge 2.88046 4.03349 1.02784
C 3.87777 3.88770 -0.62466
C 3.88054 5.03648 2.36478
C 2.58220 2.24662 1.84113
H 1.34079 5.90866 0.31645
H 0.57560 4.98175 1.61307
H 0.58912 4.35483 -0.05093
H 4.20846 4.88352 -0.92626
H 3.25503 3.48075 -1.42203
H 4.75468 3.24922 -0.51591
H 4.11710 6.03244 1.98528
H 4.81704 4.52861 2.60340
H 3.29944 5.14474 3.28285
H 2.58816 2.30435 2.93033
H 3.29322 1.48685 1.51456
```

Computed properties:
Total charge: 0
Energy: -3832.491180 a.u.
F_max: 0.550 eV Å⁻¹
LUMO energy: -0.36 eV
HOMO energy: -0.319 Eh
Molar mass: 663.28 g mol⁻¹



Entry 4:
A molecular structure, C20H21InN3O2S5 in a non-equilibrium geometry. Source: the Open Molecules 2025 dataset; level of theory: ωB97M-V/def2-TZVPD.

```
52
C20H21InN3O2S5 | the Open Molecules 2025 dataset | ωB97M-V/def2-TZVPD
In 12.31864 12.53447 6.21039
S 9.07103 14.66786 3.78343
C 10.26544 13.93674 4.64724
S 11.33782 12.73051 3.95089
S 10.56866 14.19311 6.30598
O 9.11173 10.10407 8.48989
C 8.79670 9.36922 7.36793
C 7.48263 8.87694 7.27637
C 7.18933 8.00001 6.27347
C 8.06500 7.71585 5.26960
C 9.37473 8.21898 5.32908
C 9.73669 9.06971 6.35089
C 11.08352 9.74745 6.35411
O 11.17042 10.85540 7.00973
N 12.03848 9.21121 5.62612
N 13.31282 9.79922 5.84626
C 14.13889 8.92964 6.21947
S 13.87597 7.16035 6.47978
C 15.52193 6.87054 7.21036
C 16.41023 7.84920 6.43031
S 15.75462 9.46934 6.68836
H 9.90269 10.61943 8.21533
H 6.92985 9.01042 8.21438
H 6.22519 7.54067 6.29701
H 7.78218 6.97813 4.56406
H 10.10809 8.08397 4.50249
H 15.79055 5.81531 7.05762
H 15.34019 7.30706 8.23454
H 16.46817 7.61133 5.36402
H 17.40803 7.82001 6.84335
C 15.17042 12.61295 10.36596
N 13.88770 13.16554 9.94639
C 12.92042 12.06606 9.78356
C 14.03002 14.06326 8.76243
C 14.91950 13.49491 7.69830
C 16.29865 13.63535 7.77083
C 17.15957 13.22322 6.75397
C 16.62924 12.54568 5.67742
C 15.26916 12.30795 5.55607
C 14.38511 12.80718 6.54482
H 15.16708 12.09285 11.30441
H 16.04438 13.30278 10.38248
H 15.51432 11.81003 9.69781
H 12.67353 11.90552 10.87632
H 13.28613 11.19683 9.20377
H 12.07929 12.46039 9.22313
H 14.44859 15.04744 9.15354
H 13.10141 14.30424 8.33374
H 16.71319 14.06015 8.66087
H 18.20754 13.47140 6.83748
H 17.22432 12.23177 4.83259
H 14.89332 11.79126 4.68523
```

Computed properties:
Total charge: -1
Energy: -3270.604532 a.u.
F_max: 2.696 eV Å⁻¹
LUMO energy: 2.04 eV
HOMO energy: -0.178 Eh
Molar mass: 610.56 g mol⁻¹
ΔE to the lowest compared entry with this formula, charge and spin: 24.98 kcal/mol



Entry 5:
A molecular structure, C20H21MoN5O6PS5. Source: the Open Molecules 2025 dataset; level of theory: ωB97M-V/def2-TZVPD.

```
59
C20H21MoN5O6PS5 | the Open Molecules 2025 dataset | ωB97M-V/def2-TZVPD
Mo 0.51828 1.26077 0.60594
S -5.22837 5.37603 -0.73230
C -3.86865 4.63425 -0.25822
S -2.31286 4.87630 -1.01381
C -1.42215 3.70007 -0.07667
C -2.13904 3.01066 0.87113
S -1.44496 1.81583 1.88853
S -3.83311 3.40278 0.98958
S 0.23766 3.40412 -0.37749
O 2.10702 0.73888 -0.70133
C 2.86374 -0.24661 -0.64523
C 2.67885 -1.41784 0.15280
C 3.67214 -2.41491 0.06414
C 3.51074 -3.58483 0.75216
C 2.37882 -3.82008 1.54633
C 1.40153 -2.86820 1.64070
C 1.51437 -1.63466 0.95001
O 0.56116 -0.76706 1.07032
N 4.53985 -4.62823 0.64821
O 4.29977 -5.69530 1.17657
O 5.52893 -4.36779 -0.00677
H 3.74639 -0.21910 -1.29478
H 4.55672 -2.26294 -0.53839
H 2.30277 -4.75697 2.07973
H 0.53554 -3.01502 2.27174
C -2.59779 -2.23309 -2.29500
N -3.33026 -1.40182 -1.22806
C -4.13776 -0.30327 -1.95131
N -3.29803 0.47187 -2.78801
C -2.61470 -0.37669 -3.76021
N -1.79691 -1.40554 -3.12003
C -0.64416 -0.83783 -2.41431
P -1.16948 0.31898 -1.08005
C -2.37072 -0.80545 -0.24272
C -2.37598 1.32932 -2.03713
H -3.37922 -2.72267 -2.87907
H -2.00279 -2.97619 -1.76283
H -3.98131 -2.00806 -0.72645
H -4.61105 0.30181 -1.17693
H -4.89233 -0.83060 -2.53786
H -1.98096 0.24238 -4.39313
H -3.36373 -0.86575 -4.38656
H -0.01167 -0.30819 -3.13009
H -0.04095 -1.64001 -1.97801
H -2.94003 -0.24866 0.50459
H -1.82972 -1.60932 0.26202
H -1.83833 1.98455 -2.72586
H -2.93906 1.97174 -1.35665
O 0.79058 0.62442 3.76715
C 1.71138 1.32375 3.39988
C 2.81022 1.91731 4.26394
C 3.70226 2.67348 3.28422
C 3.01245 2.51290 1.94020
O 3.35010 3.00326 0.88533
N 1.90753 1.69122 2.08136
H 3.30866 1.11697 4.80939
H 2.33865 2.56415 5.00382
H 4.71116 2.26850 3.20316
H 3.79881 3.73635 3.50229
```

Computed properties:
Total charge: +1
Energy: -3900.225490 a.u.
2S+1: 3
F_max: 0.403 eV Å⁻¹
LUMO energy (alpha / beta): -4.76 / -4.06 eV
HOMO energy (alpha / beta): -0.383 / -0.383 Eh
Molar mass: 714.67 g mol⁻¹
ΔE to the lowest compared entry with this formula, charge and spin: 0.00 kcal/mol



Entry 6:
A single C20H21N3O3 molecule in a non-equilibrium geometry. Source: the Open Molecules 2025 dataset; level of theory: ωB97M-V/def2-TZVPD.

```
47
C20H21N3O3 | the Open Molecules 2025 dataset | ωB97M-V/def2-TZVPD
N -1.47261 -2.61229 -0.28647
C -1.31907 -1.19057 -0.22292
C -2.01759 -0.64332 1.03302
C -3.51691 -0.56264 0.87292
C -4.46244 -1.39206 1.34127
N -5.71109 -0.99993 0.93189
C -5.59754 0.14889 0.17816
C -6.54939 0.93675 -0.43706
C -6.11502 2.05740 -1.15773
C -4.75453 2.34996 -1.21988
C -3.77575 1.56157 -0.61404
C -4.20154 0.45577 0.12947
C 0.09900 -0.59745 -0.28005
O 0.28964 0.61553 -0.28925
N 1.11843 -1.47548 -0.33201
C 2.47452 -1.00751 -0.48260
C 3.04497 -0.41315 0.83156
C 4.10504 0.63920 0.59103
C 3.71103 1.88418 0.06708
C 4.65157 2.88528 -0.16607
C 6.00556 2.65281 0.12582
C 6.39524 1.43988 0.66308
C 5.44264 0.43988 0.88747
C 3.29425 -2.22476 -0.94435
O 2.86479 -3.32802 -1.07433
O 4.58223 -1.88200 -1.21093
H -0.99146 -3.10250 0.48047
H -1.16852 -3.03940 -1.13519
H -1.82823 -0.79082 -1.11357
H -1.77152 -1.29002 1.91879
H -1.59583 0.37745 1.20295
H -4.35282 -2.26206 1.93567
H -6.54901 -1.45089 1.19520
H -7.59679 0.70500 -0.33093
H -6.78718 2.68380 -1.65724
H -4.41437 3.22836 -1.83864
H -2.71839 1.82510 -0.65060
H 0.98931 -2.41041 -0.43944
H 2.52762 -0.28171 -1.22271
H 2.24072 -0.01901 1.35690
H 3.47886 -1.20500 1.46783
H 2.65759 2.01241 -0.14574
H 4.36455 3.86141 -0.57624
H 6.67777 3.41383 -0.04130
H 7.43995 1.21382 0.86989
H 5.79955 -0.50625 1.30386
H 5.01274 -2.70103 -1.51503
```

Computed properties:
Total charge: 0
Energy: -1164.767919 a.u.
F_max: 3.166 eV Å⁻¹
LUMO energy: 0.55 eV
HOMO energy: -0.285 Eh
Molar mass: 351.41 g mol⁻¹
ΔE to the lowest compared entry with this formula, charge and spin: 39.63 kcal/mol



Entry 7:
A single C20H21N3O4 molecule in a non-equilibrium geometry. Source: the Open Molecules 2025 dataset; level of theory: ωB97M-V/def2-TZVPD.

```
48
C20H21N3O4 | the Open Molecules 2025 dataset | ωB97M-V/def2-TZVPD
C 3.81467 1.57560 -1.34753
O 4.60491 0.42937 -1.14909
C 3.98162 -0.78177 -1.06662
C 4.84523 -1.87067 -0.84657
C 4.36018 -3.14998 -0.72444
C 2.98813 -3.33381 -0.83683
N 2.24513 -4.48553 -0.74625
C 0.94363 -4.18669 -0.91725
C 0.78415 -2.82855 -1.13225
C -0.52222 -2.25780 -1.40118
O -1.53603 -2.93340 -1.35692
C -0.61414 -0.78872 -1.80273
N -0.21282 0.10580 -0.72688
C -0.85953 -0.15611 0.54410
C -2.32710 0.30703 0.59167
N -2.39504 1.71210 0.26070
C -2.68268 2.74867 1.08441
O -2.46049 3.90745 0.75534
C -3.31580 2.50229 2.39341
C -3.44814 3.43143 3.39571
C -4.17292 2.80464 4.43041
C -4.44137 1.54591 3.98586
O -3.92912 1.35104 2.76249
C -1.80279 2.00460 -1.03056
C -0.34970 1.51199 -1.06643
C 2.10442 -2.25809 -1.07477
C 2.61490 -0.96480 -1.18204
H 4.50998 2.41341 -1.36572
H 3.09745 1.71585 -0.53273
H 3.27571 1.53225 -2.29961
H 5.90053 -1.66550 -0.76745
H 5.02292 -3.98281 -0.54448
H 2.62148 -5.40529 -0.58494
H 0.17563 -4.93567 -0.89444
H 0.05920 -0.61775 -2.64930
H -1.64790 -0.62329 -2.14355
H -0.29246 0.38152 1.31184
H -0.80466 -1.22442 0.75791
H -2.91451 -0.25897 -0.13986
H -2.73608 0.11747 1.57906
H -3.06652 4.43076 3.37206
H -4.45871 3.23080 5.36979
H -4.96948 0.72433 4.42898
H -2.39466 1.50930 -1.80741
H -1.84131 3.08421 -1.18068
H 0.22905 2.08343 -0.33299
H 0.07488 1.68625 -2.05755
H 1.94237 -0.13790 -1.31468
```

Computed properties:
Total charge: 0
Energy: -1239.938237 a.u.
F_max: 1.327 eV Å⁻¹
LUMO energy: 0.68 eV
HOMO energy: -0.299 Eh
Molar mass: 367.41 g mol⁻¹
ΔE to the lowest compared entry with this formula, charge and spin: 67.57 kcal/mol



Entry 8:
A single C20H21N3O5S molecule in a non-equilibrium geometry. Source: the Open Molecules 2025 dataset; level of theory: ωB97M-V/def2-TZVPD.

```
50
C20H21N3O5S | the Open Molecules 2025 dataset | ωB97M-V/def2-TZVPD
C 2.70273 -1.40115 -6.93878
O 1.49078 -1.88224 -6.40091
C 1.27139 -1.76989 -5.07307
C 2.15968 -1.19708 -4.16371
C 1.82471 -1.13688 -2.82132
C 0.61629 -1.64076 -2.38693
S 0.15949 -1.55481 -0.66700
O -0.34690 -2.82111 -0.23574
O 1.27596 -0.99402 0.06459
N -1.10989 -0.48779 -0.72749
C -0.80379 0.87356 -1.09322
C -0.64413 1.85057 0.08814
O -1.28861 2.86469 0.16812
N 0.30424 1.43627 0.97019
C 0.55004 1.98380 2.20767
C 1.44753 1.41995 3.15901
C 1.35066 2.25927 4.22706
C 2.00332 2.26670 5.55902
O 0.47827 3.24018 3.93650
N -0.01308 3.06502 2.68284
C -2.29992 -0.74575 0.06599
C -2.16860 -0.29420 1.49863
C -2.84799 0.82181 1.96725
C -2.68180 1.24362 3.27532
C -1.83904 0.55039 4.12560
C -1.15828 -0.56505 3.66485
C -1.32200 -0.98657 2.35779
C -0.27522 -2.21460 -3.27866
C 0.04912 -2.28022 -4.61473
H 2.64953 -1.60541 -8.00661
H 2.81114 -0.32402 -6.78139
H 3.56466 -1.92299 -6.51290
H 3.10844 -0.80013 -4.48649
H 2.50179 -0.70706 -2.09960
H 0.12659 0.85151 -1.66664
H -1.60385 1.26160 -1.73375
H 0.79051 0.55809 0.77694
H 2.03859 0.53760 3.04019
H 1.24913 2.28330 6.34355
H 2.62000 3.15736 5.66937
H 2.62418 1.38327 5.67025
H -3.14181 -0.24621 -0.42235
H -2.44514 -1.82760 0.02755
H -3.50003 1.37244 1.30583
H -3.20310 2.12103 3.62484
H -1.70731 0.88192 5.14527
H -0.49806 -1.10776 4.32567
H -0.79169 -1.85305 1.99080
H -1.20640 -2.60880 -2.90577
H -0.61986 -2.72268 -5.33503
```

Computed properties:
Total charge: 0
Energy: -1713.342213 a.u.
F_max: 1.418 eV Å⁻¹
LUMO energy: 0.50 eV
HOMO energy: -0.317 Eh
Molar mass: 415.47 g mol⁻¹
ΔE to the lowest compared entry with this formula, charge and spin: 80.49 kcal/mol